The following is a DFT calculation (wB97M-V/def2-TZVPD) of C4H5NO in the gas phase.

Computed properties:
- Electronic energy: -7764.7242 eV
- HOMO energy: -0.36727 hartree
- SMILES: C#CC(=O)NC
- Orbital gap: 10.86 eV
- Multiplicity: 1

Last column: Mulliken charge in e.
Element x y z (Å)
1 C 1.61738 -0.75087 -0.72295  -0.783
2 N 0.54111 0.16595 -0.45347  -0.196
3 C -0.37659 -0.13281 0.49422  0.679
4 O -0.40306 -1.15915 1.14321  -0.566
5 C -1.41873 0.87440 0.69684  -0.459
6 C -2.51654 1.29008 0.96664  -0.153
7 H 2.57239 -0.22494 -0.65659  0.281
8 H 1.49675 -1.22227 -1.70255  0.274
9 H 1.55509 -1.51160 0.05737  0.307
10 H 0.41781 1.00480 -0.99797  0.224
11 H -3.48562 1.66643 1.17526  0.393



The following is a DFT calculation (wB97M-V/def2-TZVPD) of a molecular structure, C27H31AuINP2Si.

Computed properties:
- Electronic energy: -68241.2227 eV
- HOMO energy: -0.27435 hartree
- Orbital gap: 7.91 eV
- Multiplicity: 1

Last column: Mulliken charge in e.
Element x y z (Å)
1 Au -0.32336 0.20096 -0.14475  -0.192
2 C -1.29164 -3.46883 -0.85307  -1.313
3 P -0.95449 -2.10615 0.33680  1.067
4 C -2.52805 -2.06550 1.26972  -1.354
5 C 0.17910 -2.94358 1.48856  0.225
6 C -0.23363 -3.78859 2.50937  -0.457
7 C 0.70763 -4.38677 3.33000  -0.710
8 C 2.05131 -4.08066 3.18162  -0.838
9 C 2.46162 -3.21442 2.18537  -0.343
10 C 1.53555 -2.68092 1.29812  0.286
11 P 1.96101 -1.70462 -0.19354  0.362
12 C 3.34743 -2.74974 -0.84229  -1.430
13 C 2.92114 -0.36595 0.62316  -1.198
14 H -1.46814 -4.40444 -0.32033  0.394
15 H -0.44137 -3.58526 -1.52407  0.343
16 H -2.17384 -3.19180 -1.42973  0.416
17 H -2.90881 -3.05301 1.52664  0.474
18 H -3.26059 -1.53724 0.65954  0.326
19 H -2.35754 -1.47463 2.17013  0.370
20 H -1.28348 -3.99743 2.65684  0.296
21 H 0.39634 -5.08760 4.08963  0.401
22 H 2.77859 -4.52758 3.84390  0.380
23 H 3.50720 -2.96023 2.10100  0.329
24 H 4.04754 -3.08521 -0.07793  0.383
25 H 3.87669 -2.15366 -1.58710  0.438
26 H 2.91164 -3.61826 -1.33957  0.338
27 H 3.76801 -0.76664 1.17589  0.528
28 H 2.25506 0.16901 1.29747  0.297
29 H 3.27118 0.33513 -0.13118  0.338
30 C 2.66300 4.66594 2.76560  -0.387
31 C 3.36589 4.12455 1.70175  -0.719
32 C 2.69081 3.45052 0.69893  0.173
33 C 1.30850 3.30945 0.72172  0.146
34 C 0.62655 3.85160 1.80414  -0.459
35 C 1.28469 4.53177 2.81068  -0.537
36 Si 0.34476 2.37403 -0.62827  0.364
37 C 1.37531 2.62599 -2.21490  0.264
38 C 1.76759 1.56725 -3.02364  -0.184
39 C 2.43000 1.78063 -4.22147  -0.562
40 C 2.71260 3.06961 -4.63717  -0.360
41 C 2.35225 4.13880 -3.83480  -0.692
42 C 1.69440 3.91094 -2.63974  -0.176
43 H 3.18496 5.18791 3.55655  0.363
44 H 4.44329 4.22466 1.66318  0.371
45 H 3.24172 3.02972 -0.13181  0.377
46 H -0.44892 3.73901 1.84589  0.222
47 H 0.72179 4.94965 3.63529  0.399
48 H -0.78712 3.32092 -0.87420  -0.340
49 H 1.55590 0.55298 -2.70625  0.129
50 H 2.71696 0.94523 -4.84657  0.391
51 H 3.21608 3.23868 -5.57905  0.365
52 H 2.57318 5.14939 -4.15064  0.365
53 H 1.42592 4.74996 -2.01288  0.358
54 I -3.73014 4.09290 3.49531  0.094
55 C -3.77401 2.93134 1.73706  -0.328
56 C -4.56774 3.28633 0.65992  -0.186
57 C -4.53445 2.46696 -0.45904  -0.799
58 C -3.71052 1.35416 -0.44723  -0.138
59 N -2.95775 1.02369 0.59224  0.003
60 C -2.98421 1.79731 1.66230  -0.344
61 H -5.19982 4.16318 0.69120  0.389
62 H -5.14520 2.69282 -1.31741  0.417
63 H -3.64881 0.68523 -1.29432  0.408
64 H -2.35211 1.50494 2.48992  0.458



The following is a DFT calculation (wB97M-V/def2-TZVPD) of C4H4O in the gas phase.

Computed properties:
- Electronic energy: -6251.8041 eV
- HOMO energy (spin up / spin down): -0.20974 / -0.36653 hartree
- <S²>: 2.006
- Orbital gap (spin up / spin down): 6.94 / 7.97 eV
- Multiplicity: 3

Last column: Mulliken spin population.
Element x y z (Å)
1 C 0.90288 0.54435 0.46418  0.880
2 C -0.34956 0.67017 0.87183  0.848
3 C 0.49379 -0.34150 -0.76860  0.038
4 C -0.92327 -0.34633 -0.26239  0.051
5 O -0.07024 -1.42735 -0.14571  0.155
6 H 1.82376 0.80707 0.85736  0.000
7 H -0.81022 0.95608 1.70671  0.027
8 H 0.74740 -0.41331 -1.94595  0.000
9 H -1.81455 -0.44917 -0.77743  0.000



The following is a DFT calculation (wB97M-V/def2-TZVPD) of C3H2Cl3NO in the gas phase.

Computed properties:
- Electronic energy: -44246.7547 eV
- HOMO energy: -0.40843 hartree
- SMILES: N#C[C@](O)(Cl)C(Cl)Cl
- Orbital gap: 11.24 eV
- Multiplicity: 1

Last column: Mulliken charge in e.
Element x y z (Å)
1 C -1.13133 0.95755 0.18608  0.012
2 C 1.04107 -0.27681 0.58857  0.170
3 C -0.27373 -0.12944 -0.17189  0.379
4 N -1.99711 1.67166 0.46747  -0.376
5 O -0.11875 -0.13388 -1.46605  -0.456
6 Cl 1.86220 -1.63930 0.04321  -0.112
7 Cl 1.92601 1.14972 0.11117  -0.131
8 Cl -1.51487 -1.50792 0.42362  -0.204
9 H 1.04567 -0.36772 1.75982  0.330
10 H -0.83917 0.27615 -1.94202  0.387



Largest force on an atom, respectively: 1.1 1.2 9.4 3.2 eV/A.